# C24H25N3O3

C24H25N3O3 in the gas phase (ωB97M-V with the def2-TZVPD basis set, OMol25).

## Properties
- net charge = 0
- energy above the lowest of the compared OMol25 structures with the same formula, charge and spin (kcal/mol) = 24.73
- electronic energy (eV) = -35907.565
- LUMO (eV) = 0.74
- Kohn-Sham gap (eV) = 8.840

Last column: Löwdin charge in e.
Atoms and positions in Å:
C -2.437 2.396 0.605  -0.0277
C 3.834 -0.362 -0.977  -0.0989
H -2.646 -3.034 3.434  0.1020
H 1.190 3.478 -0.039  0.1008
H 3.493 0.196 2.293  0.1390
C -2.186 -3.271 -1.536  -0.0833
O -2.730 -2.045 -1.965  -0.0893
H 3.978 -2.547 0.714  0.0865
H -3.003 4.248 -0.300  0.1019
H -0.467 0.635 3.382  0.1223
H -3.025 -3.964 -1.489  0.0944
H 2.057 1.029 -1.990  0.1393
H -1.025 -1.491 4.474  0.1037
C -2.482 0.200 -2.570  -0.0223
C -1.705 1.324 -2.764  -0.0763
C -2.394 -2.104 2.946  -0.0839
H 0.618 0.190 1.474  0.1172
N 4.154 -0.442 0.444  -0.1899
C -1.151 -0.052 2.901  -0.0459
O 2.023 -1.941 -0.950  0.0684
C -1.892 -0.985 -2.127  -0.2897
H -2.164 2.239 -3.106  0.1090
C -0.527 -1.026 -1.873  0.0534
C 2.409 -0.831 -1.265  -0.4461
C -2.668 -0.573 1.118  -0.0243
C 4.696 -1.726 0.842  -0.0923
C -2.183 3.610 -0.006  -0.0872
H -1.443 -3.649 -2.245  0.0995
H 4.535 -0.998 -1.520  0.1312
C -1.401 1.558 1.001  -0.1226
H 3.980 0.673 -1.296  0.1127
C -0.875 4.002 -0.226  -0.0800
O 2.821 2.096 0.281  0.0708
C -0.344 1.289 -2.525  -0.0430
H 2.359 -0.909 1.480  0.1248
H -3.719 -2.422 1.294  0.1077
H -3.543 0.211 -2.757  0.1169
C 0.246 0.113 -2.073  -0.2126
C -1.480 -1.241 3.527  -0.0761
H 4.985 -1.673 1.891  0.0853
H -1.730 -3.182 -0.545  0.0876
H -3.454 2.092 0.803  0.1192
C 0.172 3.177 0.140  -0.0207
H -0.047 -1.923 -1.525  0.0921
H 5.586 -1.933 0.250  0.0862
C 3.056 -0.067 1.322  -0.1122
C -0.077 1.949 0.743  -0.1648
N 0.952 1.058 1.072  0.1564
N 1.623 0.130 -1.822  0.1451
C -2.993 -1.762 1.745  -0.0754
C -1.730 0.290 1.679  -0.1808
C 2.286 1.153 0.825  -0.4526
H 0.260 2.171 -2.678  0.1128
H -3.130 -0.312 0.179  0.1070
H -0.663 4.954 -0.690  0.1049

# C43H37O2P2Sm

C43H37O2P2Sm as an isolated structure at a distorted geometry (ωB97M-V with the def2-TZVPD basis set, OMol25).

## Properties
- net charge = +2
- spin multiplicity = 6
- energy above the lowest of the compared OMol25 structures with the same formula, charge and spin (kcal/mol) = 14.30
- electronic energy (eV) = -85753.777
- expectation value of S² = 8.8036
- LUMO (alpha / beta) (eV) = -6.19 / -6.09
- Kohn-Sham gap (alpha / beta) (eV) = 6.928 / 6.877

Last column: Löwdin charge in e.
Atoms and positions in Å:
H -4.245 -5.919 1.512  0.1198
C -3.453 -5.277 1.119  -0.0433
C -1.065 4.516 0.621  -0.0735
O -1.045 1.234 2.385  -0.1538
C 1.866 2.828 -1.467  -0.3607
C 3.263 4.233 -2.865  -0.0500
C 1.461 -3.333 -0.508  -0.3687
H -2.561 2.160 -0.097  0.1126
C 3.311 -4.529 -1.541  -0.0587
C 0.527 -0.786 6.457  -0.0486
H -1.367 -0.849 -5.954  0.1177
H 1.813 -2.672 1.515  0.0998
C -1.450 5.241 1.734  -0.0448
C -1.436 -3.587 0.108  -0.3533
H 1.017 -1.639 6.938  0.1144
C -1.118 -1.199 -4.947  -0.0749
C 1.993 -4.050 -1.594  -0.0839
H -1.037 5.720 3.802  0.1239
C -1.054 2.382 -1.706  -0.3536
C -0.507 0.222 2.968  -0.5660
H 0.910 -0.519 -5.012  0.1154
H 4.987 3.259 -3.773  0.1256
C -1.906 2.073 -3.951  -0.0294
Sm -0.994 0.030 0.304  1.3480
C -0.645 1.409 5.162  -0.0193
C 0.136 -1.002 -4.421  -0.0811
H 4.840 1.329 -2.144  0.1179
C -0.714 5.176 2.917  -0.0237
C 0.050 3.663 0.712  -0.3435
H -1.059 2.268 4.647  0.1072
C 4.091 -4.336 -0.398  -0.0566
P 0.372 2.528 -0.614  1.0627
H 1.043 4.355 3.883  0.1239
C -0.309 0.269 4.441  -0.1533
H 5.125 -4.709 -0.359  0.1216
C 2.107 4.071 -2.101  -0.0648
H 1.455 -1.320 -2.727  0.1107
C -2.110 -1.868 -4.172  -0.0662
H 0.055 2.848 -3.511  0.1198
C 0.273 -0.835 5.082  -0.0085
H -2.452 -2.012 1.275  0.0618
H 0.570 -1.693 4.473  0.1189
H 1.381 4.889 -1.993  0.1273
P -0.129 -2.507 -0.595  0.9761
H 0.385 0.387 8.269  0.1179
H -0.601 -5.390 -0.741  0.1117
C -3.454 -3.906 1.435  -0.0634
H -4.241 1.153 -1.634  0.1253
C 4.040 2.057 -2.213  -0.0425
H 0.649 1.221 -0.146  -0.0664
C 0.443 -1.463 -3.129  -0.1007
H -1.734 2.040 -5.024  0.1276
H 3.443 5.217 -3.337  0.1298
C 4.183 3.189 -3.038  -0.0214
C -0.371 1.469 6.530  -0.0594
H -2.606 -2.746 -2.280  0.1080
H -4.242 -3.490 2.072  0.1177
C -1.420 -4.968 -0.158  -0.0691
C -3.144 1.676 -3.429  -0.0256
C 0.458 4.403 2.965  -0.0483
H -3.094 -2.055 -4.627  0.1214
C -0.535 -2.084 -2.338  -0.3671
C 0.870 3.676 1.856  -0.0618
H -2.434 -6.865 0.075  0.1212
C -0.884 2.473 -3.100  -0.0346
C -2.447 -3.070 0.954  -0.1169
H -0.559 2.373 7.106  0.1106
H -1.644 4.544 -0.303  0.1125
C 3.545 -3.663 0.699  -0.0630
H 1.787 3.077 1.882  0.1299
H -2.346 5.849 1.687  0.1207
C -3.327 1.566 -2.055  -0.0424
C 2.236 -3.186 0.657  -0.0772
H 2.700 0.921 -0.916  0.1031
C 2.870 1.850 -1.485  -0.0704
H 4.152 -3.503 1.588  0.1138
C -1.837 -2.267 -2.883  -0.0871
C -2.318 2.028 -1.175  -0.1890
O -0.111 -0.822 2.316  -0.1764
H 3.737 -5.043 -2.399  0.1130
C -2.429 -5.798 0.318  -0.0516
H 1.404 -4.223 -2.489  0.1103
C 0.188 0.371 7.190  -0.0500
H -3.970 1.440 -4.103  0.1325
H 0.669 -0.495 -0.208  -0.0877

# C18H13Br4N5O6PtS3

C18H13Br4N5O6PtS3 as an isolated structure at a distorted geometry (ωB97M-V with the def2-TZVPD basis set, OMol25).

## Properties
- net charge = -2
- energy above the lowest of the compared OMol25 structures with the same formula, charge and spin (kcal/mol) = 21.68
- electronic energy (eV) = -354535.384
- LUMO (eV) = 3.23
- Kohn-Sham gap (eV) = 5.151

Last column: Löwdin charge in e.
Atoms and positions in Å:
Br 0.479 4.512 -4.427  0.7052
H -0.801 2.329 -1.468  0.1290
O -1.109 3.844 0.868  0.0861
C -0.173 -0.154 3.307  -0.2105
C 3.971 2.735 -2.988  -0.7791
C -1.424 -0.164 2.427  -0.1460
C 2.106 -0.640 5.594  -0.1187
H -1.834 -1.168 2.352  0.1270
O 0.105 1.590 -3.921  -0.3012
H -0.485 -2.327 1.001  0.0755
O 1.848 -0.241 -2.977  -0.2904
C 0.675 -0.278 5.974  -0.3028
C -2.934 -4.783 -3.793  -0.2846
N -1.106 0.303 1.087  0.0403
H 0.657 -0.679 2.836  0.1165
O -0.199 -2.392 4.692  -0.3213
H 0.487 0.796 5.966  0.1017
C -2.098 -2.480 -4.115  -1.1735
H 0.385 -0.689 6.942  0.1018
C 3.551 1.399 -2.847  -0.6476
S -0.490 -2.797 -3.610  0.5122
N -2.837 -5.882 -3.448  0.1014
H -1.841 -2.410 -0.144  0.1004
N -1.106 2.763 1.419  -0.3443
H 2.181 -1.711 5.409  0.0743
C 3.069 3.680 -3.441  -0.7776
Br 4.745 0.033 -2.291  0.6972
H -0.202 -2.298 -0.757  0.0522
S -2.283 -0.812 -4.462  0.5195
H 0.090 0.876 3.547  0.0949
C -1.067 1.609 0.610  -0.1403
Br 3.589 5.495 -3.638  0.6301
H 2.795 -0.376 6.396  0.0731
C 1.319 1.965 -3.621  -0.4536
C -0.871 1.525 -0.747  -0.0012
O -1.832 -0.628 5.298  -0.3153
C -4.409 -3.089 -4.694  -0.2852
Pt -0.152 -0.463 -3.588  0.6449
C -0.861 -1.967 0.043  0.0121
S -0.510 -0.990 4.845  0.6345
N -0.791 0.234 -1.105  0.1067
N -5.462 -2.835 -5.097  0.1045
C 1.758 3.281 -3.761  -0.6497
C -0.928 -0.483 -0.004  -0.2989
C -3.113 -3.434 -4.210  -0.4019
H -2.175 0.480 2.866  0.1220
Br 5.744 3.227 -2.526  0.6285
H 2.422 -0.115 4.691  0.0772
C 2.247 0.987 -3.130  -0.4511
O -1.131 2.624 2.644  0.0261

# C2H9N3O2

A 2-piece molecular cluster, C2H9N3O2 overall at a distorted geometry (ωB97M-V with the def2-TZVPD basis set, OMol25).

## Properties
- net charge = 0
- energy above the lowest of the compared OMol25 structures with the same formula, charge and spin (kcal/mol) = 98.84
- electronic energy (eV) = -10781.756
- LUMO (eV) = 0.85
- Kohn-Sham gap (eV) = 9.035

Last column: Löwdin charge in e.
Atoms and positions in Å:
H -2.884 1.054 -0.188  0.0525
N -3.193 0.261 0.346  0.0375
H 3.684 -0.490 -0.004  -0.0010
H 3.301 -1.867 -0.297  0.0751
H -2.932 0.471 1.315  0.0779
C 1.668 1.445 0.191  -0.1110
N -2.273 -0.822 -0.016  -0.1053
C -0.954 -0.633 -0.212  -0.2136
H 1.449 1.452 1.221  0.0615
H -0.293 -1.577 -0.376  0.1605
H -2.694 -1.721 -0.296  0.1338
O 3.131 -1.152 0.380  -0.0680
N -0.388 0.556 -0.302  -0.0061
H 2.744 1.244 0.100  0.0642
O 0.981 0.422 -0.541  -0.2538
H 1.421 2.443 -0.267  0.0957

# C3H9N2O

A 2-piece molecular cluster, C3H9N2O overall at a distorted geometry (ωB97M-V with the def2-TZVPD basis set, OMol25).

## Properties
- net charge = +1
- energy above the lowest of the compared OMol25 structures with the same formula, charge and spin (kcal/mol) = 116.59
- electronic energy (eV) = -8274.018
- LUMO (eV) = -3.72
- Kohn-Sham gap (eV) = 9.118

Last column: Löwdin charge in e.
Atoms and positions in Å:
H -0.952 2.012 -0.281  0.1020
O -1.932 0.024 0.957  0.0925
H -1.184 -2.093 0.004  0.1138
H 1.086 -1.139 1.298  0.1408
H 1.332 1.216 1.235  0.0994
C 1.548 0.624 0.364  0.0181
H 1.831 -1.305 -0.237  0.1376
N -1.151 -0.056 -0.166  -0.3091
H -0.185 1.032 -1.633  0.1025
H -0.287 -1.387 -1.460  0.1114
N 1.394 -0.696 0.442  0.0614
H -2.258 0.933 1.072  0.1429
C -0.642 1.055 -0.662  0.0223
C -0.728 -1.255 -0.490  0.0646
H 2.127 1.035 -0.441  0.0998

# C13H14N2O3S2

C13H14N2O3S2 in the gas phase at a distorted geometry (ωB97M-V with the def2-TZVPD basis set, OMol25).

## Properties
- net charge = 0
- energy above the lowest of the compared OMol25 structures with the same formula, charge and spin (kcal/mol) = 32.62
- electronic energy (eV) = -44501.276
- LUMO (eV) = 0.04
- Kohn-Sham gap (eV) = 8.739

Last column: Löwdin charge in e.
Atoms and positions in Å:
N -0.972 0.702 1.156  -0.2164
C -1.188 -0.682 1.255  -0.2583
C -0.230 -3.745 -0.751  -0.0463
H -2.101 1.768 2.596  0.0949
H 0.848 -3.602 -0.809  0.0815
C 1.152 1.575 -1.464  -0.0883
O -2.287 2.579 0.069  -0.2685
H 2.739 0.343 -3.221  0.0949
O -1.752 0.580 -1.276  -0.2607
H -0.079 -1.068 -0.524  0.1019
C 3.542 2.051 -2.359  -0.5815
C -1.907 -1.248 2.304  -0.0252
H -2.346 -0.624 3.066  0.1060
H -0.575 1.030 3.166  0.1030
O 4.496 2.794 -2.281  0.0434
H -2.628 -3.054 3.176  0.1044
C -0.816 -2.885 0.328  -0.2656
C 2.280 2.329 -1.644  -0.4190
H -0.547 2.464 2.120  0.0782
C -1.066 1.532 2.334  -0.0842
C 0.576 3.486 -0.304  -0.3706
C -2.069 -2.620 2.361  -0.0749
H 0.001 4.193 0.259  0.0810
C -1.535 -3.436 1.380  -0.0529
H -0.431 -4.796 -0.563  0.0737
N 3.556 0.910 -3.089  0.1741
H 0.985 0.590 -1.859  0.1089
C -0.637 -1.509 0.284  0.0069
H 4.384 0.701 -3.620  0.1164
S 2.148 3.866 -0.857  1.1344
H -1.678 -4.505 1.433  0.1072
C 0.182 2.241 -0.695  -0.3663
S -1.387 1.514 -0.257  0.6839
H -0.656 -3.474 -1.715  0.0840